Computed, not measured: C5H12O2 in the gas phase, with ωB97M-V/def2-TZVPD.

Output
- SMILES = CC[C@@H](O)[C@@H](C)O
- DFT total energy (a.u.) = -348.18588
- multiplicity = 1
- HOMO-LUMO gap (eV) = 10.844
- ΔE to the lowest compared entry with this formula, charge and spin (kcal/mol) = 11.9
- LUMO level (eV) = 0.80
- E_HOMO (eV) = -10.04

Cartesian coordinates (Å):
C1 -0.418 -2.590 -0.098
C2 0.365 -1.280 -0.125
C3 -0.516 -0.073 0.187
O1 -1.187 -0.317 1.405
C4 0.287 1.226 0.314
C5 0.887 1.714 -0.997
O2 -0.648 2.184 0.818
H1 -0.924 -2.706 0.865
H2 -1.176 -2.615 -0.890
H3 0.247 -3.447 -0.247
H4 1.170 -1.319 0.622
H5 0.834 -1.139 -1.109
H6 -1.242 0.076 -0.635
H7 -1.536 0.549 1.668
H8 1.090 1.052 1.049
H9 0.096 1.899 -1.732
H10 1.432 2.653 -0.844
H11 1.596 0.992 -1.418
H12 -0.157 2.945 1.150



Computed, not measured: C5H12O2 in the gas phase, with ωB97M-V/def2-TZVPD.

Output
- SMILES = CO[C@@H](C)CCO
- DFT total energy (a.u.) = -348.15990
- multiplicity = 1
- HOMO-LUMO gap (eV) = 10.962
- ΔE to the lowest compared entry with this formula, charge and spin (kcal/mol) = 28.2
- LUMO level (eV) = 0.98
- E_HOMO (eV) = -9.99

Cartesian coordinates (Å):
C1 -1.684 -0.313 1.560
O1 -0.401 -0.457 0.995
C2 -0.176 0.376 -0.141
C3 -0.448 1.866 0.155
C4 1.260 0.095 -0.594
C5 1.447 -1.221 -1.348
O2 1.264 -2.371 -0.555
H1 -2.474 -0.661 0.877
H2 -1.887 0.733 1.818
H3 -1.704 -0.906 2.477
H4 -0.867 0.054 -0.942
H5 -0.388 2.091 1.225
H6 -1.441 2.174 -0.191
H7 0.285 2.504 -0.345
H8 1.908 0.102 0.291
H9 1.585 0.910 -1.252
H10 0.775 -1.232 -2.226
H11 2.471 -1.270 -1.736
H12 0.510 -2.200 0.027



Computed, not measured: C5H12O2 in the gas phase, with ωB97M-V/def2-TZVPD.

Output
- SMILES = CC[C@@H](O)CCO
- DFT total energy (a.u.) = -348.17989
- multiplicity = 1
- HOMO-LUMO gap (eV) = 10.561
- ΔE to the lowest compared entry with this formula, charge and spin (kcal/mol) = 15.6
- LUMO level (eV) = 0.75
- E_HOMO (eV) = -9.81

Cartesian coordinates (Å):
C1 -1.164 -0.677 -2.401
C2 -0.121 0.163 -1.666
C3 -0.119 -0.154 -0.172
O1 0.528 -1.402 -0.014
C4 0.518 0.941 0.687
C5 0.407 0.647 2.175
O2 1.256 -0.460 2.477
H1 -1.174 -0.479 -3.477
H2 -0.959 -1.742 -2.248
H3 -2.170 -0.473 -2.013
H4 -0.296 1.235 -1.825
H5 0.881 -0.064 -2.050
H6 -1.175 -0.235 0.156
H7 0.871 -1.437 0.893
H8 0.006 1.892 0.489
H9 1.574 1.071 0.419
H10 -0.639 0.404 2.421
H11 0.700 1.522 2.771
H12 1.076 -0.753 3.378



Computed, not measured: 3 unconnected molecules or ions with the total composition C5H12O2, with ωB97M-V/def2-TZVPD.

Output
- DFT total energy (a.u.) = -347.99046
- multiplicity = 1
- HOMO-LUMO gap (alpha / beta) (eV) = 7.555 / 7.554
- ΔE to the lowest compared entry with this formula, charge and spin (kcal/mol) = 134.5
- LUMO level (alpha / beta) (eV) = -0.63 / -0.63
- E_HOMO (alpha / beta) (eV) = -8.19 / -8.19

Cartesian coordinates (Å):
C1 -1.387 0.125 1.899
C2 -0.808 -0.333 0.587
C3 -0.341 0.712 -0.376
O1 0.515 1.591 0.312
C4 0.216 0.137 -1.666
C5 1.457 -0.693 -1.301
O2 1.008 -1.553 -0.321
H1 -1.845 -0.702 2.445
H2 -0.650 0.624 2.525
H3 -2.179 0.858 1.674
H4 -1.349 -1.145 0.108
H5 0.700 -0.988 1.759
H6 -1.294 1.231 -0.634
H7 0.921 2.188 -0.329
H8 0.393 0.919 -2.419
H9 -0.540 -0.546 -2.075
H10 2.256 -0.004 -0.969
H11 1.837 -1.207 -2.205
H12 1.091 -1.216 0.986



Computed, not measured: C5H12O2 in the gas phase, with ωB97M-V/def2-TZVPD.

Output
- SMILES = CC[C@@H](O)[C@@H](C)O
- DFT total energy (a.u.) = -348.16555
- multiplicity = 1
- HOMO-LUMO gap (eV) = 10.767
- ΔE to the lowest compared entry with this formula, charge and spin (kcal/mol) = 24.6
- LUMO level (eV) = 0.72
- E_HOMO (eV) = -10.05

Cartesian coordinates (Å):
C1 0.260 2.485 -0.738
C2 -0.252 1.399 0.218
C3 0.249 0.029 -0.274
O1 1.653 0.107 -0.435
C4 -0.148 -1.239 0.571
C5 -1.188 -2.130 -0.107
O2 0.979 -2.090 0.747
H1 1.352 2.467 -0.767
H2 -0.085 2.285 -1.759
H3 -0.066 3.492 -0.460
H4 0.132 1.591 1.234
H5 -1.347 1.434 0.291
H6 -0.136 -0.111 -1.292
H7 2.028 0.249 0.444
H8 -0.532 -0.924 1.555
H9 -0.882 -2.347 -1.136
H10 -1.215 -3.082 0.433
H11 -2.196 -1.704 -0.118
H12 1.393 -1.911 1.595



Computed, not measured: 3 unconnected molecules or ions with the total composition C5H12O2, with ωB97M-V/def2-TZVPD.

Output
- SMILES = C=C/C=C/C.O.O
- DFT total energy (a.u.) = -348.04892
- multiplicity = 1
- HOMO-LUMO gap (eV) = 8.485
- ΔE to the lowest compared entry with this formula, charge and spin (kcal/mol) = 97.8
- LUMO level (eV) = 0.33
- E_HOMO (eV) = -8.16

Cartesian coordinates (Å):
C1 -2.020 -1.736 -1.596
C2 -1.415 -0.523 -1.140
C3 -0.062 -0.087 -1.350
C4 0.148 1.247 -1.250
C5 1.071 2.157 -2.026
H1 -3.049 -2.126 -1.382
H2 -1.272 -2.286 -2.184
H3 -2.076 0.331 -0.921
H4 0.576 -0.884 -1.966
H5 -0.157 1.749 -0.295
H6 0.721 3.146 -1.471
H7 2.078 1.864 -1.728
H8 0.858 2.426 -3.072
O1 1.608 -0.112 4.033
H9 1.447 -0.234 5.037
H10 1.021 -0.716 3.551
O2 0.054 -0.986 1.649
H11 -0.508 -0.433 1.109
H12 0.727 -0.384 2.039



Computed, not measured: C5H12O2 in the gas phase, with ωB97M-V/def2-TZVPD.

Output
- SMILES = CCOCCOC
- DFT total energy (a.u.) = -348.14429
- multiplicity = 1
- HOMO-LUMO gap (eV) = 10.839
- ΔE to the lowest compared entry with this formula, charge and spin (kcal/mol) = 38.0
- LUMO level (eV) = 1.12
- E_HOMO (eV) = -9.72

Cartesian coordinates (Å):
C1 -1.787 -0.923 -2.626
C2 -1.991 -0.263 -1.274
O1 -0.779 0.346 -0.870
C3 -0.361 0.003 0.427
C4 0.948 0.723 0.680
O2 1.467 0.261 1.901
C5 2.708 0.845 2.196
H1 -1.043 -1.722 -2.548
H2 -1.425 -0.193 -3.356
H3 -2.721 -1.354 -3.000
H4 -2.313 -1.005 -0.530
H5 -2.777 0.504 -1.324
H6 -1.103 0.293 1.187
H7 -0.194 -1.083 0.518
H8 1.639 0.517 -0.153
H9 0.783 1.811 0.709
H10 2.628 1.937 2.315
H11 3.443 0.636 1.403
H12 3.062 0.409 3.134



Computed, not measured: 3 unconnected molecules or ions with the total composition C5H12O2, with ωB97M-V/def2-TZVPD.

Output
- DFT total energy (a.u.) = -347.74286
- multiplicity = 2
- HOMO-LUMO gap (alpha / beta) (eV) = 8.409 / 5.767
- ΔE to the lowest compared entry with this formula, charge and spin (kcal/mol) = 57.1
- LUMO level (alpha / beta) (eV) = -6.04 / -8.65
- net charge = +1
- E_HOMO (alpha / beta) (eV) = -14.45 / -14.41
- ⟨S²⟩ = 0.75

Cartesian coordinates (Å):
C1 -0.590 1.714 0.530
C2 -0.724 1.235 1.757
C3 0.446 1.291 -0.487
C4 -0.100 0.827 -1.750
C5 -1.415 0.878 -2.180
H1 -1.403 2.294 0.112
H2 -1.714 1.125 2.134
H3 -0.068 0.625 2.368
H4 1.181 0.621 -0.053
H5 1.010 2.211 -0.777
H6 0.376 0.028 -2.335
H7 -1.942 -0.003 -2.497
H8 -2.037 1.766 -2.065
H9 1.704 -2.741 2.651
H10 0.798 -1.570 2.243
O1 0.815 -2.393 2.738
H11 1.376 -3.243 -0.308
H12 1.258 -1.870 -0.993
O2 1.027 -2.794 -1.089



Computed, not measured: 2 unconnected molecules or ions with the total composition C5H12O2S, with ωB97M-V/def2-TZVPD.

Output
- DFT total energy (a.u.) = -746.26061
- multiplicity = 1
- HOMO-LUMO gap (eV) = 9.776
- ΔE to the lowest compared entry with this formula, charge and spin (kcal/mol) = 81.5
- LUMO level (eV) = 0.82
- E_HOMO (eV) = -8.96

Cartesian coordinates (Å):
C1 -1.804 -0.826 0.247
C2 2.050 -0.357 1.183
C3 -1.294 3.192 -0.504
C4 1.287 -1.423 0.445
C5 0.649 -1.186 -0.897
O1 -1.093 0.679 -1.893
O2 -0.170 3.456 -0.161
S1 -0.582 0.282 -0.589
H1 -1.247 -1.707 0.569
H2 -2.235 -0.131 0.977
H3 2.892 -0.235 0.630
H4 1.514 0.603 1.224
H5 2.410 -0.679 2.206
H6 -1.937 2.358 0.002
H7 -1.858 3.827 -1.219
H8 -2.403 -1.151 -0.635
H9 0.610 -1.743 1.122
H10 1.996 -2.210 0.433
H11 1.177 -0.724 -1.731
H12 0.039 -2.024 -1.408



Computed, not measured: 2 unconnected molecules or ions with the total composition C5H12O2S2, with ωB97M-V/def2-TZVPD.

Output
- DFT total energy (a.u.) = -1144.44135
- multiplicity = 1
- HOMO-LUMO gap (eV) = 8.305
- ΔE to the lowest compared entry with this formula, charge and spin (kcal/mol) = 96.8
- LUMO level (eV) = -0.31
- E_HOMO (eV) = -8.62

Cartesian coordinates (Å):
C1 -1.536 -0.048 0.880
C2 -1.026 2.078 -0.488
C3 -0.551 0.021 -1.496
C4 3.252 -1.135 1.066
C5 -0.656 0.678 -0.127
O1 1.909 1.130 -0.382
O2 1.121 1.057 1.946
S1 3.246 -2.748 1.094
S2 1.062 0.308 0.502
H1 -1.902 0.536 1.720
H2 -2.444 -0.372 0.348
H3 -0.957 -0.910 1.201
H4 -1.408 2.640 0.407
H5 -1.533 2.311 -1.471
H6 -0.098 2.474 -0.777
H7 -1.495 0.026 -1.951
H8 0.205 0.423 -2.159
H9 -0.180 -1.030 -1.267
H10 3.677 -0.580 0.309
H11 2.829 -0.626 1.874
H12 1.393 2.141 2.032



Computed, not measured: 2 unconnected molecules or ions with the total composition C5H12O3, with ωB97M-V/def2-TZVPD.

Output
- SMILES = CC(C)=O.CCOO
- DFT total energy (a.u.) = -423.28866
- multiplicity = 1
- HOMO-LUMO gap (eV) = 10.377
- ΔE to the lowest compared entry with this formula, charge and spin (kcal/mol) = 103.7
- LUMO level (eV) = 0.90
- E_HOMO (eV) = -9.48

Cartesian coordinates (Å):
C1 -0.151 1.156 1.960
C2 -1.297 0.908 1.023
C3 -1.391 1.803 -0.179
O1 -2.241 0.135 1.338
H1 0.798 0.982 1.457
H2 -0.210 0.493 2.819
H3 -0.177 2.194 2.295
H4 -2.083 1.383 -0.906
H5 -1.749 2.785 0.141
H6 -0.416 1.930 -0.641
C4 1.644 -0.869 -1.705
C5 1.142 -2.072 -0.921
O2 0.554 -1.733 0.328
O3 -0.610 -0.949 0.075
H7 0.817 -0.198 -1.932
H8 2.383 -0.318 -1.124
H9 2.075 -1.190 -2.653
H10 0.420 -2.647 -1.514
H11 1.966 -2.731 -0.634
H12 -1.477 -1.060 0.772



Computed, not measured: a molecular structure, C5H12O3Pm, with ωB97M-V/def2-TZVPD.

Output
- DFT total energy (a.u.) = -1031.04593
- multiplicity = 6
- HOMO-LUMO gap (alpha / beta) (eV) = 8.187 / 10.742
- ΔE to the lowest compared entry with this formula, charge and spin (kcal/mol) = 31.2
- LUMO level (alpha / beta) (eV) = -8.65 / -8.49
- net charge = +2
- E_HOMO (alpha / beta) (eV) = -16.83 / -19.23
- ⟨S²⟩ = 8.76

Cartesian coordinates (Å):
H1 -3.138 1.153 0.384
C1 3.104 0.046 0.469
O1 2.601 1.217 -0.089
C2 2.172 -1.137 0.212
O2 0.853 -0.689 0.562
C3 -0.240 -1.482 0.124
C4 -1.481 -0.643 0.317
O3 -1.226 0.652 -0.242
C5 -2.399 1.447 -0.408
Pm1 0.805 1.514 -0.036
H2 3.241 0.145 1.565
H3 4.091 -0.222 0.050
H4 2.432 -2.020 0.812
H5 2.170 -1.406 -0.858
H6 -0.312 -2.408 0.711
H7 -0.104 -1.737 -0.939
H8 -1.727 -0.523 1.382
H9 -2.332 -1.106 -0.201
H10 -3.509 3.470 -2.191
H11 -2.850 1.227 -1.386
H12 -2.150 2.502 -0.238